Model a:
DFT (the ωB97M-V functional and the def2-TZVPD basis) results for a 4-piece molecular cluster, C4H18NO3 overall.

Cartesian coordinates (Å):
C (0.738, -0.820, 0.395)
C (0.022, -0.102, 1.524)
C (0.800, 1.080, 2.086)
C (1.237, 2.134, 1.073)
N (0.203, -0.522, -1.000)
H (1.775, -0.504, 0.396)
H (0.627, -1.896, 0.484)
H (-1.058, 0.072, 1.486)
H (-0.085, -0.860, 2.311)
H (0.267, 1.479, 2.953)
H (1.697, 0.750, 2.623)
H (1.033, 1.874, 0.031)
H (2.263, 2.472, 1.154)
H (0.652, 3.057, 1.154)
H (0.948, -0.381, -1.677)
H (-0.236, 0.385, -0.996)
H (-0.462, -1.203, -1.363)
H (-0.824, -2.170, -3.737)
H (-1.837, -0.996, -3.905)
O (-1.082, -1.308, -3.394)
H (-2.745, -2.626, 2.835)
H (-3.071, -1.299, 3.372)
O (-2.398, -1.724, 2.823)
H (1.207, 1.453, -3.492)
H (0.973, 2.508, -2.506)
O (1.099, 1.548, -2.533)

LUMO level: -2.81 eV
Kohn-Sham gap: 11.36 eV
net charge: +1
M: 128.192 g mol⁻¹

Model b:
DFT (the ωB97M-V functional and the def2-TZVPD basis) results for a 4-piece molecular cluster, C4H18NO3 overall.

Cartesian coordinates (Å):
C (-2.055, -0.007, 0.726)
C (-1.051, 0.743, -0.148)
N (0.358, 0.779, 0.444)
C (0.409, 1.498, 1.764)
C (-0.916, 0.217, -1.618)
H (-1.640, -0.858, 1.441)
H (-2.747, -0.516, 0.051)
H (-2.401, 0.757, 1.454)
H (-1.450, 1.745, -0.148)
H (0.661, -0.205, 0.705)
H (1.104, 1.205, -0.143)
H (-0.341, 1.056, 2.489)
H (1.464, 1.445, 2.088)
H (0.160, 2.572, 1.596)
H (0.043, -0.123, -1.984)
H (-1.235, 1.072, -2.193)
H (-1.835, -0.370, -1.723)
H (3.623, 1.073, -0.452)
H (2.625, 1.252, -1.750)
O (2.809, 1.378, -0.827)
H (-1.642, -4.067, -1.236)
H (-1.214, -2.632, -0.945)
O (-1.966, -3.211, -0.903)
H (2.577, -1.469, 1.193)
H (2.534, -2.010, -0.215)
O (2.125, -1.323, 0.336)

LUMO level: -3.09 eV
Kohn-Sham gap: 11.29 eV
net charge: +1
M: 128.192 g mol⁻¹

Most stable: model a (next structure +72.7 kJ/mol)

Model a:
DFT (the ωB97M-V functional and the def2-TZVPD basis) results for one molecule with the formula C21H25NO4.

Cartesian coordinates (Å):
C (-6.287, -0.487, 0.154)
C (-5.441, -1.495, 0.927)
O (-4.184, -1.725, 0.324)
C (-3.204, -0.786, 0.422)
C (-3.251, 0.360, 1.209)
C (-2.174, 1.227, 1.232)
C (-1.036, 0.988, 0.477)
C (-0.990, -0.161, -0.303)
C (-2.054, -1.037, -0.326)
H (-2.016, -1.933, -0.926)
H (-0.116, -0.390, -0.894)
C (0.094, 1.999, 0.489)
N (1.351, 1.442, 0.051)
C (2.239, 0.887, 0.909)
O (2.136, 0.967, 2.113)
C (3.351, 0.130, 0.179)
C (2.692, -1.077, -0.444)
C (2.011, -1.989, 0.356)
C (1.367, -3.074, -0.209)
C (1.394, -3.263, -1.581)
C (2.070, -2.362, -2.384)
C (2.712, -1.273, -1.819)
H (3.236, -0.571, -2.453)
H (2.095, -2.503, -3.455)
H (0.888, -4.109, -2.023)
H (0.835, -3.770, 0.422)
H (1.972, -1.833, 1.423)
C (4.486, -0.256, 1.133)
C (5.321, 0.955, 1.526)
H (4.698, 1.687, 2.034)
H (5.766, 1.421, 0.649)
H (6.122, 0.659, 2.200)
H (4.055, -0.700, 2.031)
H (5.118, -1.004, 0.648)
H (3.751, 0.773, -0.613)
H (1.449, 1.284, -0.941)
H (0.255, 2.347, 1.517)
C (-0.282, 3.206, -0.399)
H (0.603, 3.823, -0.561)
C (-0.816, 2.734, -1.728)
O (-1.945, 2.863, -2.111)
O (0.124, 2.127, -2.473)
H (-0.262, 1.813, -3.306)
H (-1.059, 3.794, 0.085)
H (-2.224, 2.109, 1.854)
H (-4.113, 0.591, 1.814)
H (-5.320, -1.185, 1.972)
H (-5.928, -2.474, 0.916)
H (-7.255, -0.375, 0.635)
H (-5.796, 0.482, 0.115)
H (-6.436, -0.836, -0.865)

LUMO level: 0.54 eV
SMILES: CCOc1ccc([C@H](CC(=O)O)NC(=O)[C@@H](CC)c2ccccc2)cc1
Kohn-Sham gap: 8.89 eV
M: 355.434 g mol⁻¹

Model b:
DFT (the ωB97M-V functional and the def2-TZVPD basis) results for one molecule with the formula C21H25NO4.

Cartesian coordinates (Å):
C (-6.389, -0.351, -1.948)
C (-6.615, 0.146, -0.525)
C (-5.543, 1.128, -0.052)
C (-4.171, 0.479, 0.110)
C (-3.153, 1.473, 0.661)
H (-3.432, 1.784, 1.673)
H (-3.069, 2.348, 0.013)
O (-1.843, 0.902, 0.695)
C (-1.526, 0.172, 1.765)
O (-2.260, -0.006, 2.701)
C (-0.156, -0.456, 1.664)
C (0.731, -0.027, 0.496)
C (2.153, 0.421, 0.817)
O (2.480, 1.225, 1.657)
N (2.984, -0.233, -0.035)
C (4.392, -0.070, -0.046)
C (5.201, -1.161, 0.246)
C (6.577, -1.031, 0.242)
C (7.148, 0.196, -0.051)
C (6.341, 1.281, -0.339)
C (4.955, 1.172, -0.349)
C (4.099, 2.356, -0.668)
H (3.627, 2.722, 0.243)
H (3.307, 2.086, -1.366)
H (4.695, 3.156, -1.100)
H (6.791, 2.236, -0.567)
H (8.222, 0.307, -0.053)
H (7.199, -1.881, 0.475)
H (4.745, -2.107, 0.498)
C (2.338, -1.228, -0.876)
C (0.982, -1.383, -0.229)
C (-0.316, -1.742, -0.909)
C (-1.120, -2.103, 0.084)
H (-2.156, -2.378, 0.066)
C (-0.285, -1.997, 1.344)
H (-0.565, -2.616, 2.190)
O (1.008, -2.291, 0.870)
H (-0.513, -1.627, -1.955)
H (2.890, -2.169, -0.870)
H (2.252, -0.866, -1.908)
H (0.253, 0.719, -0.139)
H (0.354, -0.339, 2.622)
H (-4.243, -0.365, 0.798)
H (-3.807, 0.111, -0.851)
H (-5.847, 1.545, 0.910)
H (-5.471, 1.954, -0.765)
H (-6.649, -0.706, 0.157)
H (-7.585, 0.646, -0.478)
H (-6.304, 0.488, -2.635)
H (-5.482, -0.947, -2.017)
H (-7.224, -0.971, -2.267)

LUMO level: 0.67 eV
SMILES: CCCCCOC(=O)[C@@H]1[C@H]2C(=O)N(c3ccccc3C)C[C@]23C=C[C@H]1O3
Kohn-Sham gap: 9.56 eV
M: 355.434 g mol⁻¹

Most stable: model a (next structure +122.7 kJ/mol)

Model a:
DFT (the ωB97M-V functional and the def2-TZVPD basis) results for one molecule with the formula C7H14S.

Cartesian coordinates (Å):
C (-2.743, 0.284, -0.426)
C (-1.317, -0.051, -0.795)
C (-0.233, 0.206, 0.219)
C (-0.588, 0.244, 1.648)
C (1.097, -0.444, -0.237)
C (1.834, 0.308, -1.353)
C (2.014, -0.693, 1.000)
H (-3.088, -0.189, 0.452)
H (-3.376, -0.030, -1.256)
H (-2.893, 1.330, -0.219)
H (-1.252, -1.102, -1.096)
H (-1.118, 0.489, -1.787)
H (0.066, -0.208, 2.417)
H (-1.650, 0.211, 1.911)
H (0.720, -1.380, -0.630)
H (1.856, 1.351, -1.026)
H (1.178, 0.207, -2.229)
H (2.860, -0.121, -1.570)
H (1.993, 0.201, 1.636)
H (3.040, -0.970, 0.720)
H (1.702, -1.514, 1.633)
S (-0.101, 1.870, 0.987)

LUMO level: 0.89 eV
SMILES: CC[C@]1(C(C)C)CS1
Kohn-Sham gap: 9.57 eV
M: 130.256 g mol⁻¹

Model b:
DFT (the ωB97M-V functional and the def2-TZVPD basis) results for a 2-piece molecular cluster, C7H14S overall.

Cartesian coordinates (Å):
C (0.396, -0.564, 1.126)
C (0.937, 1.748, 0.132)
C (0.759, 0.011, 2.286)
C (-3.149, -1.045, -0.048)
C (-2.772, -0.676, -1.305)
C (2.489, 1.628, 0.235)
C (0.340, -1.009, -1.563)
S (-0.127, 0.453, -0.219)
H (0.177, -1.567, 1.032)
H (0.621, 2.608, -0.473)
H (0.818, 1.143, 2.322)
H (1.086, -0.354, 3.166)
H (-3.534, -1.967, 0.003)
H (-3.348, -0.304, 0.793)
H (-2.572, -1.516, -1.966)
H (-2.262, 0.324, -1.501)
H (2.861, 2.390, 0.980)
H (2.777, 0.758, 0.723)
H (3.265, 1.796, -0.488)
H (0.233, -0.583, -2.578)
H (1.330, -1.406, -1.290)
H (-0.327, -1.868, -1.367)

LUMO level: 0.78 eV
Kohn-Sham gap: 8.02 eV
M: 130.256 g mol⁻¹

Most stable: model a (next structure +533.9 kJ/mol)

Model a:
DFT (the ωB97M-V functional and the def2-TZVPD basis) results for a 2-piece molecular cluster, C4H14N3 overall.

Cartesian coordinates (Å):
C (-1.788, -1.594, -0.502)
N (-0.658, 1.635, -1.762)
C (-1.320, 0.496, -1.611)
N (-0.920, -0.479, -0.864)
H (-1.253, -2.536, -0.584)
H (-2.745, -1.510, -1.001)
H (-1.980, -1.440, 0.560)
H (0.047, 1.940, -1.099)
H (-0.996, 2.350, -2.388)
H (-2.308, 0.345, -2.069)
H (-0.234, -0.310, -0.120)
C (1.365, 1.135, 1.115)
N (1.916, 0.049, 1.868)
C (1.413, -1.202, 1.430)
H (1.493, 0.967, 0.034)
H (0.254, 1.146, 1.253)
H (1.738, 2.113, 1.413)
H (1.690, 0.150, 2.850)
H (0.346, -1.360, 1.609)
H (1.981, -1.974, 1.935)
H (1.584, -1.331, 0.326)

<S²>: 0.75
LUMO level (alpha / beta): 0.99 / 0.94 eV
multiplicity: 2
Kohn-Sham gap (alpha / beta): 4.79 / 9.75 eV
M: 104.177 g mol⁻¹

Model b:
DFT (the ωB97M-V functional and the def2-TZVPD basis) results for a 2-piece molecular cluster, C4H14N3 overall.

Cartesian coordinates (Å):
C (0.019, -2.644, -0.974)
C (0.148, -1.133, -0.939)
N (-0.531, -0.512, -2.120)
C (-0.684, 0.961, -1.971)
H (0.527, -3.071, -1.842)
H (0.461, -3.062, -0.068)
H (-1.024, -2.929, -1.025)
H (-0.367, -0.733, -0.073)
H (1.187, -0.809, -0.965)
H (-1.501, -0.945, -2.202)
H (-0.014, -0.737, -3.007)
H (-1.516, 1.132, -1.290)
H (-0.826, 1.395, -2.954)
H (0.218, 1.361, -1.513)
N (-0.215, 0.434, 2.801)
C (0.611, 1.466, 2.425)
N (0.839, 1.732, 1.209)
H (-0.829, 0.131, 2.059)
H (-0.637, 0.519, 3.710)
H (1.086, 1.982, 3.261)
H (1.494, 2.505, 1.148)

<S²>: 0.75
LUMO level (alpha / beta): 0.77 / 0.70 eV
multiplicity: 2
Kohn-Sham gap (alpha / beta): 3.86 / 10.60 eV
M: 104.177 g mol⁻¹

Most stable: model a (next structure +8.2 kJ/mol)